No. 1
# C42H48HgN2O2S2SiTe

C42H48HgN2O2S2SiTe as an isolated structure in a non-equilibrium geometry (the ωB97M-V functional and the def2-TZVPD basis, the OMol25 dataset).

XYZ file:
```
99
Properties=species:S:1:pos:R:3:lowdin_spin:R:1
Hg -0.716 0.543 -1.090 0.010
C -1.771 4.199 2.785 0.000
C -2.444 2.950 3.292 0.000
C -3.888 3.350 3.743 0.000
C -1.658 2.301 4.431 0.000
Si -2.342 1.616 1.855 0.000
O -0.853 1.471 1.171 0.002
C -3.462 2.098 0.426 0.000
C -3.247 3.363 -0.186 0.000
C -4.028 3.735 -1.252 0.000
C -5.027 2.834 -1.769 0.000
C -5.140 1.591 -1.228 0.000
C -4.402 1.273 -0.107 0.000
C -2.985 0.004 2.594 0.000
C -2.193 -1.202 2.597 0.000
C -2.604 -2.349 3.213 0.000
C -3.869 -2.411 3.696 0.000
C -4.720 -1.338 3.671 0.000
C -4.285 -0.147 3.113 0.000
H -1.550 4.876 3.613 0.000
H -2.523 4.753 2.160 0.000
H -0.780 3.996 2.282 0.000
H -3.816 4.265 4.337 0.000
H -4.405 2.628 4.392 0.000
H -4.495 3.671 2.873 0.000
H -1.396 2.925 5.294 0.000
H -0.777 1.819 4.055 0.000
H -2.313 1.498 4.801 0.000
H -2.386 3.940 0.193 0.000
H -3.902 4.660 -1.813 0.000
H -5.561 3.088 -2.731 0.000
H -5.784 0.921 -1.734 0.000
H -4.554 0.312 0.334 0.000
H -1.284 -1.147 2.027 0.000
H -1.978 -3.226 3.134 0.000
H -4.232 -3.359 4.087 0.000
H -5.764 -1.425 3.940 0.000
H -4.902 0.744 3.123 0.000
O 3.095 -0.331 -4.306 0.001
S 3.240 -0.964 -2.975 0.000
C 5.039 -1.225 -2.738 0.000
C 5.612 0.172 -2.777 0.000
C 4.758 0.904 -1.718 0.000
C 3.341 0.327 -1.752 0.000
H 5.490 -1.977 -3.426 0.000
H 5.118 -1.608 -1.702 0.000
H 5.383 0.592 -3.763 0.000
H 6.672 0.188 -2.546 0.000
H 4.739 1.957 -1.812 0.000
H 5.100 0.587 -0.740 0.000
H 2.601 1.050 -2.057 0.000
H 3.123 -0.075 -0.769 0.000
C -0.324 -0.279 -7.289 0.030
C -1.228 -0.469 -6.111 0.172
C -2.162 -1.433 -5.929 0.022
C -2.968 -1.389 -4.759 0.292
N -2.877 -0.402 -3.862 0.010
C -1.887 0.441 -3.989 0.149
S -1.510 1.785 -2.931 0.023
N -1.016 0.424 -5.099 0.178
C -4.081 -2.327 -4.507 0.052
H -0.608 -1.057 -8.053 0.000
H 0.702 -0.400 -6.953 0.008
H -0.345 0.710 -7.676 0.007
H -2.208 -2.269 -6.609 -0.004
H -0.351 1.137 -5.224 0.009
H -4.311 -3.009 -5.358 0.000
H -4.958 -1.673 -4.311 0.016
H -4.029 -2.878 -3.583 0.016
C 3.578 2.543 1.844 0.000
Te 1.422 2.408 1.518 0.001
C 1.645 0.587 2.629 0.000
C 3.077 0.185 2.523 0.000
C 3.465 -1.113 2.849 0.000
C 4.815 -1.441 2.647 0.000
C 5.750 -0.577 2.061 0.000
C 5.324 0.702 1.745 0.000
C 4.008 1.124 2.044 0.000
H 3.831 3.102 2.727 0.000
H 4.168 2.945 1.034 0.000
H 0.995 -0.172 2.163 0.000
H 1.340 0.707 3.703 0.000
H 2.791 -1.795 3.353 0.000
H 5.214 -2.377 2.999 0.000
H 6.774 -0.865 1.920 0.000
H 5.999 1.446 1.428 0.000
C 0.142 -1.207 -0.296 0.002
C 0.849 -2.061 0.202 0.000
C 1.646 -3.164 0.626 0.000
C 3.001 -3.077 0.733 0.000
C 3.758 -4.188 1.077 0.000
C 3.151 -5.444 1.196 0.000
C 1.787 -5.587 1.110 0.000
C 1.038 -4.419 0.853 0.000
H 3.486 -2.107 0.555 0.000
H 4.809 -4.129 1.304 0.000
H 3.764 -6.304 1.411 0.000
H 1.308 -6.553 1.279 0.000
H -0.053 -4.494 0.766 0.000
```

Its spin multiplicity is 2. The value obtained for the orbital gap (spin up / spin down) is 5.02 / 7.19 eV. The total charge is -1. The total energy comes out at -92424.1979 eV.

No. 2
# C42H49BiN7OP2S

C42H49BiN7OP2S as an isolated structure (the ωB97M-V functional and the def2-TZVPD basis, the OMol25 dataset).

XYZ file:
```
103
Properties=species:S:1:pos:R:3:lowdin_charge:R:1
Bi 0.611 -0.062 0.284 1.654
C 3.654 -3.793 -4.435 -0.042
C 3.097 -3.412 -3.087 -0.279
C 1.984 -4.051 -2.548 -0.047
C 1.459 -3.679 -1.322 -0.058
C 2.041 -2.671 -0.546 -0.304
N 1.523 -2.201 0.667 -0.145
C 1.204 -3.053 1.700 -0.240
C 1.244 -4.462 1.620 -0.016
C 0.804 -5.284 2.639 -0.036
C 0.278 -4.771 3.821 -0.281
C -0.274 -5.656 4.910 -0.047
C 0.324 -3.397 3.962 -0.007
C 0.830 -2.562 2.970 -0.123
N 1.050 -1.196 3.388 -0.047
C 1.400 -0.810 4.630 -0.034
C 1.465 0.566 4.659 -0.023
C 1.147 0.959 3.362 -0.131
N 0.912 -0.109 2.604 -0.096
C 3.154 -2.027 -1.110 -0.147
C 3.664 -2.382 -2.349 0.016
N 3.809 -0.975 -0.395 -0.066
C 5.136 -0.779 -0.253 -0.034
C 5.312 0.304 0.575 -0.029
C 4.015 0.717 0.899 -0.158
N 3.116 -0.064 0.318 -0.086
H 3.267 -4.758 -4.759 0.079
H 3.388 -3.056 -5.196 0.081
H 4.742 -3.857 -4.410 0.083
H 1.506 -4.846 -3.111 0.121
H 0.572 -4.171 -0.946 0.100
H 1.643 -4.918 0.727 0.098
H 0.859 -6.358 2.503 0.117
H -0.417 -6.673 4.548 0.076
H 0.400 -5.703 5.767 0.083
H -1.236 -5.290 5.270 0.080
H -0.045 -2.949 4.878 0.122
H 1.594 -1.535 5.400 0.134
H 1.712 1.189 5.500 0.107
H 1.068 1.945 2.929 0.110
H 4.514 -1.839 -2.749 0.126
H 5.848 -1.436 -0.722 0.134
H 6.244 0.731 0.901 0.104
H 3.693 1.539 1.518 0.090
C 2.948 5.114 1.518 -0.069
C 2.191 5.268 0.209 -0.247
N 0.790 4.861 0.338 -0.122
C -0.140 5.920 0.763 -0.194
C -0.749 6.634 -0.432 -0.064
C 0.344 3.628 0.081 -0.678
S 1.523 2.446 -0.449 0.608
N -0.967 3.457 0.168 0.111
C -1.647 2.419 0.606 -0.443
O -1.187 1.380 1.171 -0.224
C -3.140 2.551 0.517 -0.141
C -3.728 3.588 -0.201 -0.031
C -5.108 3.699 -0.264 -0.073
C -5.911 2.786 0.409 -0.081
C -5.330 1.761 1.143 -0.073
C -3.949 1.644 1.194 -0.034
H 3.985 5.431 1.397 0.082
H 2.941 4.069 1.832 0.051
H 2.501 5.715 2.312 0.076
H 2.664 4.682 -0.573 0.071
H 2.188 6.309 -0.118 0.122
H 0.433 6.613 1.379 0.118
H -0.915 5.482 1.384 0.115
H 0.022 7.096 -1.052 0.075
H -1.430 7.418 -0.098 0.082
H -1.307 5.927 -1.047 0.061
H -3.092 4.298 -0.714 0.101
H -5.559 4.507 -0.825 0.107
H -6.989 2.881 0.370 0.107
H -5.953 1.056 1.680 0.108
H -3.485 0.862 1.774 0.096
C 0.799 0.787 -3.779 -0.288
P 0.070 -0.502 -2.706 0.807
C -0.214 -1.820 -3.950 -0.238
C -1.658 0.073 -2.415 -0.406
C -2.190 1.165 -3.101 -0.078
C -3.532 1.496 -2.978 -0.062
C -4.366 0.734 -2.175 -0.070
C -3.845 -0.333 -1.461 -0.088
C -2.497 -0.669 -1.550 -0.398
P -1.768 -2.045 -0.573 0.837
C -2.610 -3.531 -1.235 -0.256
C -2.596 -1.906 1.059 -0.266
H 0.833 1.746 -3.262 0.006
H 0.263 0.890 -4.724 0.048
H 1.824 0.483 -3.996 0.043
H -0.879 -1.441 -4.727 0.056
H -0.656 -2.702 -3.488 0.019
H 0.742 -2.111 -4.387 0.036
H -1.556 1.762 -3.744 0.095
H -3.928 2.348 -3.516 0.114
H -5.415 0.986 -2.087 0.112
H -4.500 -0.899 -0.807 0.105
H -3.693 -3.394 -1.221 0.046
H -2.352 -4.387 -0.609 0.045
H -2.292 -3.741 -2.255 0.029
H -3.679 -2.032 0.993 0.044
H -2.371 -0.936 1.504 0.009
H -2.193 -2.687 1.708 0.039
```

The value obtained for the orbital gap is 7.10 eV. The total charge is +1. The total energy comes out at -92076.6420 eV.

No. 3
# C42H50HfI2N8O2P

C42H50HfI2N8O2P as an isolated structure (the ωB97M-V functional and the def2-TZVPD basis, the OMol25 dataset).

XYZ file:
```
106
Properties=species:S:1:pos:R:3:lowdin_charge:R:1
Hf 1.260 -0.206 0.095 1.700
C 1.385 2.727 -2.920 -0.016
C 0.930 2.414 -1.523 -0.208
C 1.930 2.283 -0.527 -0.283
C 3.397 2.269 -0.910 -0.028
C 1.576 2.333 0.843 -0.253
C 2.645 2.605 1.875 0.004
C 0.214 2.261 1.211 -0.210
C -0.138 2.207 2.674 -0.015
C -0.777 2.344 0.213 -0.178
C -2.224 2.432 0.590 -0.004
C -0.420 2.463 -1.146 -0.170
C -1.518 2.742 -2.139 -0.007
H 2.286 2.191 -3.194 0.058
H 1.643 3.790 -2.962 0.131
H 0.634 2.555 -3.683 0.066
H 3.743 3.268 -1.189 0.121
H 3.588 1.622 -1.767 0.074
H 4.024 1.923 -0.092 0.081
H 3.177 1.716 2.214 0.076
H 2.212 3.076 2.754 0.097
H 3.380 3.299 1.472 0.106
H -0.271 3.217 3.073 0.124
H 0.646 1.721 3.252 0.040
H -1.070 1.675 2.853 0.065
H -2.443 2.018 1.570 0.068
H -2.871 1.945 -0.136 0.082
H -2.526 3.485 0.618 0.126
H -2.208 1.898 -2.227 0.088
H -1.153 2.981 -3.132 0.079
H -2.116 3.592 -1.806 0.110
I 2.536 -0.139 5.142 1.062
C 3.706 -0.747 3.549 -0.638
C 5.055 -1.139 3.745 -0.179
C 5.854 -1.556 2.718 -0.645
I 7.818 -2.119 3.113 1.063
C 5.333 -1.596 1.385 -0.183
C 6.026 -2.017 0.239 0.027
C 5.386 -2.012 -0.985 0.005
C 4.076 -1.559 -1.072 -0.105
N 3.379 -1.128 -0.021 -0.013
C 4.002 -1.183 1.199 -0.158
C 3.195 -0.795 2.285 -0.393
O 1.945 -0.423 1.905 -0.287
H 5.451 -1.103 4.752 0.097
H 7.052 -2.351 0.323 0.088
H 5.891 -2.348 -1.879 0.129
H 3.571 -1.547 -2.025 0.060
C 0.529 -5.032 0.435 0.017
C 0.721 -3.614 0.258 -0.130
N 0.874 -2.487 0.117 0.104
H 0.730 -5.545 -0.506 0.113
H -0.499 -5.226 0.743 0.115
H 1.214 -5.396 1.201 0.116
C 0.668 -0.663 -5.911 -0.146
N -0.499 -0.986 -5.091 -0.131
C -0.616 -2.439 -4.972 -0.153
N 0.588 -3.057 -4.411 -0.136
C 1.741 -2.688 -5.235 -0.151
N 1.897 -1.239 -5.366 -0.133
C 2.300 -0.604 -4.135 -0.295
P 1.009 -0.868 -2.785 0.981
C -0.473 -0.328 -3.800 -0.302
C 0.778 -2.706 -3.019 -0.337
H 0.775 0.419 -5.991 0.138
H 0.510 -1.065 -6.911 0.145
H -0.782 -2.853 -5.965 0.144
H -1.477 -2.687 -4.350 0.135
H 1.599 -3.108 -6.230 0.144
H 2.649 -3.117 -4.809 0.136
H 2.426 0.463 -4.308 0.080
H 3.271 -0.998 -3.834 0.081
H -0.450 0.752 -3.941 0.073
H -1.400 -0.576 -3.279 0.079
H -0.092 -3.025 -2.441 0.083
H 1.651 -3.234 -2.626 0.087
C -5.220 4.282 2.822 -0.039
C -5.115 2.803 3.077 -0.278
C -4.246 2.298 4.044 -0.040
C -4.195 0.941 4.327 -0.017
C -5.004 0.055 3.625 -0.263
N -5.003 -1.339 3.937 0.144
C -3.915 -2.122 4.147 -0.515
O -3.907 -3.170 4.734 0.130
N -2.695 -1.651 3.557 0.150
C -2.509 -1.304 2.246 -0.197
C -3.504 -1.379 1.258 0.054
C -3.199 -1.022 -0.042 -0.002
C -1.921 -0.609 -0.363 -0.154
N -0.958 -0.543 0.565 -0.096
C -1.249 -0.867 1.837 -0.068
C -5.870 0.542 2.654 -0.022
C -5.925 1.902 2.389 -0.028
H -4.349 4.817 3.201 0.079
H -6.098 4.694 3.323 0.098
H -5.332 4.499 1.759 0.081
H -3.635 2.984 4.620 0.119
H -3.558 0.572 5.123 0.122
H -5.859 -1.752 4.283 0.175
H -1.894 -2.023 4.047 0.158
H -4.492 -1.736 1.509 0.129
H -3.956 -1.074 -0.813 0.133
H -1.652 -0.304 -1.365 0.072
H -0.436 -0.804 2.553 0.116
H -6.527 -0.143 2.129 0.123
H -6.627 2.271 1.650 0.124
```

The value obtained for the orbital gap is 6.09 eV. The total charge is +3. The total energy comes out at -87159.4683 eV.

No. 4
# C42H50MoN2O4Se

C42H50MoN2O4Se as an isolated structure in a non-equilibrium geometry (the ωB97M-V functional and the def2-TZVPD basis, the OMol25 dataset).

XYZ file:
```
100
Properties=species:S:1:pos:R:3:lowdin_charge:R:1
Mo -1.562 -1.075 -1.484 2.048
C 5.042 3.224 -2.910 -0.027
C 4.239 3.344 -1.607 -0.552
C 3.667 4.758 -1.506 -0.055
C 5.167 3.099 -0.408 -0.030
C 3.137 2.287 -1.609 -0.118
C 1.776 2.616 -1.583 -0.024
C 0.839 1.609 -1.584 -0.401
Se -1.013 2.003 -1.402 1.267
C -1.073 1.786 0.506 -0.379
C -0.657 2.798 1.328 -0.031
C -0.639 2.605 2.720 -0.119
C -1.070 1.385 3.210 0.054
C -1.528 0.317 2.422 -0.062
C -1.500 0.569 1.062 -0.225
O -1.905 -0.383 0.125 -0.293
C -1.982 -0.956 3.151 -0.526
C -3.167 -0.586 4.058 -0.023
C -2.429 -2.097 2.238 -0.055
C -0.814 -1.473 4.006 -0.025
C -0.151 3.734 3.622 -0.551
C 1.302 4.065 3.244 -0.032
C -0.199 3.358 5.102 -0.051
C -1.037 4.968 3.396 -0.030
C 1.230 0.266 -1.630 -0.235
O 0.182 -0.643 -1.656 -0.315
C 2.562 -0.125 -1.641 -0.058
C 3.472 0.938 -1.634 0.046
C 3.140 -1.547 -1.671 -0.526
C 3.954 -1.709 -2.965 -0.023
C 4.057 -1.728 -0.452 -0.026
C 2.087 -2.653 -1.634 -0.061
H 5.828 3.981 -2.928 0.097
H 5.521 2.247 -3.002 0.083
H 4.406 3.376 -3.784 0.096
H 4.488 5.475 -1.483 0.097
H 3.040 5.011 -2.363 0.093
H 3.086 4.900 -0.591 0.085
H 5.934 3.875 -0.375 0.097
H 4.616 3.130 0.534 0.092
H 5.678 2.138 -0.474 0.082
H 1.454 3.647 -1.551 0.106
H -0.337 3.739 0.899 0.116
H -1.065 1.234 4.279 0.103
H -3.998 -0.183 3.475 0.096
H -3.517 -1.477 4.582 0.099
H -2.893 0.153 4.811 0.088
H -3.295 -1.823 1.636 0.068
H -1.629 -2.447 1.584 0.079
H -2.718 -2.942 2.865 0.102
H -0.494 -0.751 4.756 0.085
H -1.123 -2.377 4.532 0.099
H 0.050 -1.721 3.385 0.096
H 1.953 3.200 3.383 0.095
H 1.387 4.395 2.206 0.074
H 1.672 4.873 3.877 0.097
H 0.443 2.503 5.330 0.093
H 0.158 4.199 5.697 0.097
H -1.214 3.132 5.435 0.094
H -0.986 5.327 2.366 0.081
H -2.081 4.753 3.632 0.097
H -0.705 5.781 4.044 0.097
H 4.524 0.683 -1.655 0.112
H 4.798 -1.021 -3.012 0.086
H 4.354 -2.724 -3.015 0.097
H 3.332 -1.543 -3.846 0.098
H 4.890 -1.025 -0.444 0.084
H 3.503 -1.605 0.481 0.096
H 4.478 -2.735 -0.465 0.098
H 1.415 -2.609 -2.490 0.062
H 2.598 -3.616 -1.665 0.101
H 1.493 -2.632 -0.718 0.087
O -2.934 -0.307 -2.468 -0.259
C -4.133 0.107 -1.946 -0.278
C -4.639 1.336 -2.327 0.010
C -5.863 1.729 -1.815 -0.009
C -6.591 0.902 -0.955 -0.028
C -6.095 -0.333 -0.610 0.007
C -4.839 -0.749 -1.080 -0.138
C -4.388 -2.090 -0.849 -0.006
N -3.165 -2.449 -1.063 -0.115
N -2.909 -3.801 -1.180 0.146
C -1.792 -3.940 -1.797 -0.312
O -1.109 -2.794 -2.119 -0.218
C -1.192 -5.215 -2.159 -0.162
C -1.744 -6.395 -1.657 -0.009
C -1.180 -7.606 -2.009 -0.045
C -0.082 -7.642 -2.862 -0.040
C 0.460 -6.468 -3.367 -0.046
C -0.093 -5.249 -3.014 -0.018
H -4.087 1.954 -3.022 0.131
H -6.267 2.692 -2.099 0.128
H -7.553 1.224 -0.581 0.125
H -6.665 -0.998 0.029 0.133
H -5.095 -2.872 -0.582 0.163
H -2.600 -6.356 -0.997 0.119
H -1.597 -8.526 -1.622 0.118
H 0.352 -8.594 -3.137 0.119
H 1.308 -6.503 -4.038 0.116
H 0.317 -4.331 -3.411 0.104
```

The value obtained for the orbital gap is 5.47 eV. The total charge is +2. The total energy comes out at -122724.0227 eV.